Entry 1:
Entry from the OMol25 dataset: a molecular structure, C15H31Cl2CuF2N4O4S2 in a non-equilibrium geometry (wB97M-V/def2-TZVPD).

Computed properties:
E_LUMO (alpha / beta)   -0.1350 / -0.2452 hartree
Spin multiplicity   2
Total charge   +1
Max |F|   16.738 eV/Å
HOMO level (alpha / beta)   -12.330 / -12.032 eV

Atoms and positions in Å:
Cu  1.05  0.64  0.37
C  2.67  -2.99  2.34
C  1.58  -1.83  2.43
C  0.34  -2.13  1.59
C  -0.36  -3.49  2.03
N  -1.61  -3.79  1.12
C  -2.80  -2.77  1.41
C  -3.45  -3.18  2.78
C  -3.15  -4.70  2.85
C  -2.33  -5.05  1.71
C  -1.18  -4.02  -0.29
H  3.59  -2.89  2.91
H  2.95  -2.95  1.29
H  2.43  -4.04  2.53
H  2.14  -0.98  2.04
H  1.25  -1.66  3.45
H  0.78  -2.01  0.60
H  -0.32  -1.27  1.69
H  -0.44  -3.84  3.06
H  0.33  -4.32  1.84
H  -3.55  -3.06  0.67
H  -2.59  -1.71  1.46
H  -4.46  -2.76  2.77
H  -2.92  -2.80  3.65
H  -4.14  -5.16  2.87
H  -2.71  -4.80  3.84
H  -3.06  -5.37  0.97
H  -1.48  -5.72  1.86
H  -0.49  -4.86  -0.22
H  -0.75  -3.15  -0.77
H  -2.06  -4.37  -0.84
C  -0.42  5.68  -3.48
C  0.65  6.27  -2.68
N  1.58  5.20  -2.35
C  1.55  4.31  -1.30
C  2.62  3.47  -1.34
N  3.44  3.90  -2.31
C  2.82  5.00  -2.87
C  4.64  3.23  -2.67
H  -0.85  6.51  -4.05
H  -1.27  5.46  -2.84
H  -0.19  4.90  -4.20
H  0.28  6.74  -1.77
H  1.17  7.00  -3.30
H  0.71  4.15  -0.64
H  2.91  2.60  -0.77
H  3.30  5.63  -3.60
H  4.78  2.20  -2.35
H  5.55  3.76  -2.40
H  4.68  3.29  -3.75
Cl  2.77  -0.47  -1.41
Cl  1.54  1.76  2.65
N  -1.08  1.04  -0.13
S  -2.09  2.06  -0.08
O  -3.34  1.91  0.68
O  -2.11  3.01  -1.23
F  -1.28  2.94  1.01
S  -1.93  0.26  -1.42
O  -1.81  0.74  -2.83
O  -3.04  -0.61  -1.03
F  -0.84  -0.91  -1.58

natural (NBO) analysis output, partial charges in e: 1.175 -0.636 -0.388 -0.458 -0.238 -0.214 -0.203 -0.408 -0.448 -0.215 -0.407 0.235 0.215 0.199 0.220 0.211 0.236 0.212 0.251 0.227 0.220 0.257 0.250 0.216 0.252 0.228 0.232 0.228 0.222 0.262 0.229 -0.642 -0.210 -0.265 -0.050 -0.027 -0.281 0.237 -0.433 0.233 0.245 0.238 0.240 0.221 0.263 0.256 0.238 0.269 0.232 0.228 -0.755 -0.472 -1.202 2.375 -0.842 -0.871 -0.529 2.283 -0.783 -0.839 -0.522

=====

Entry 2:
Entry from the OMol25 dataset: a molecular structure, C15H31ClP2Sn in a non-equilibrium geometry (wB97M-V/def2-TZVPD).

Computed properties:
E_LUMO   -0.0064 hartree
Energy above the lowest of the compared OMol25 structures with the same formula, charge and spin   563.4 kJ/mol
Max |F|   3.745 eV/Å
HOMO level   -3.952 eV

Atoms and positions in Å:
P  -0.22  -1.90  -1.33
P  -0.17  2.22  -1.42
C  -0.55  -0.49  -2.46
C  0.33  0.79  -2.45
H  -1.62  -0.26  -2.40
H  -0.41  -0.96  -3.46
H  1.39  0.58  -2.26
H  0.28  1.21  -3.47
C  -1.75  2.89  -1.99
H  -2.13  3.60  -1.24
H  -2.49  2.09  -2.14
H  -1.60  3.43  -2.94
C  1.10  3.48  -1.57
H  0.86  4.13  -2.42
H  2.08  3.00  -1.73
H  1.14  4.08  -0.65
C  -1.42  -3.18  -1.76
H  -1.52  -3.87  -0.92
H  -1.06  -3.71  -2.65
H  -2.39  -2.71  -1.97
C  1.39  -2.52  -1.88
H  2.13  -1.71  -1.96
H  1.25  -2.98  -2.87
H  1.76  -3.27  -1.17
Sn  -1.82  -0.22  4.72
C  0.85  1.85  1.00
C  -0.42  1.73  0.30
C  -1.41  0.51  0.42
C  -1.05  -0.73  1.23
C  -0.20  -1.83  0.48
C  1.17  -1.61  0.92
C  1.82  -0.41  0.48
C  1.75  0.82  1.46
C  -0.14  -1.49  5.34
H  1.15  2.89  1.21
H  -1.01  2.62  0.62
H  -1.73  0.20  -0.59
H  -2.34  0.92  0.86
H  -0.58  -0.41  2.16
H  -1.98  -1.21  1.59
H  -0.57  -2.83  0.77
H  1.69  -2.39  1.49
H  1.30  -0.08  -0.44
H  2.86  -0.61  0.19
H  1.49  0.48  2.48
H  2.76  1.26  1.51
H  0.50  -0.91  6.02
H  0.40  -1.77  4.42
H  -0.53  -2.39  5.84
Cl  -0.36  1.67  4.59

natural (NBO) analysis output, partial charges in e: 1.559 1.575 -0.750 -0.765 0.241 0.240 0.274 0.243 -1.011 0.259 0.249 0.239 -0.984 0.231 0.271 0.287 -0.977 0.261 0.240 0.250 -0.979 0.263 0.224 0.287 1.043 -0.635 -0.526 -0.422 -0.414 -0.548 -0.626 -0.422 -0.409 -1.183 0.178 0.207 0.169 0.222 0.229 0.189 0.239 0.201 0.119 0.186 0.165 0.188 0.237 0.249 0.210 -0.573

=====

Entry 3:
Entry from the OMol25 dataset: a molecular structure, C15H31F5OP2ReTe in a non-equilibrium geometry (wB97M-V/def2-TZVPD).

Computed properties:
E_LUMO (alpha / beta)   -0.3209 / -0.3550 hartree
Energy above the lowest of the compared OMol25 structures with the same formula, charge and spin   407.3 kJ/mol
Spin multiplicity   4
Total charge   +2
Max |F|   8.995 eV/Å
HOMO level (alpha / beta)   -14.137 / -14.122 eV

Atoms and positions in Å:
P  2.90  1.40  -0.03
P  -0.02  -0.04  -2.30
C  2.79  0.48  -1.69
C  1.59  0.92  -2.55
H  2.71  -0.59  -1.43
H  3.74  0.61  -2.18
H  1.36  1.97  -2.34
H  1.91  0.87  -3.59
C  0.55  -1.61  -3.08
H  -0.15  -2.41  -2.86
H  1.53  -1.91  -2.70
H  0.63  -1.50  -4.17
C  -0.98  0.58  -3.76
H  -0.58  0.29  -4.72
H  -1.08  1.66  -3.71
H  -1.97  0.14  -3.66
C  4.53  0.74  0.38
H  4.62  0.59  1.46
H  5.26  1.46  0.02
H  4.67  -0.21  -0.13
C  3.04  3.15  -0.46
H  2.25  3.44  -1.16
H  4.02  3.33  -0.90
H  2.91  3.76  0.45
Re  1.48  0.82  1.42
C  -3.34  -0.84  1.08
C  -2.79  -2.05  0.56
C  -1.80  -3.21  0.91
C  -0.78  -2.78  -0.15
C  -1.49  -1.46  -0.37
C  -1.67  -0.60  -1.47
C  -2.43  0.59  -0.98
C  -2.94  0.47  0.53
C  0.67  2.43  2.33
H  -4.26  -0.85  1.65
H  -3.66  -2.65  0.18
H  -2.24  -4.15  0.63
H  -1.42  -3.36  1.93
H  0.24  -2.82  0.22
H  -0.77  -3.47  -1.02
H  -1.11  -0.72  0.39
H  0.55  0.84  -0.02
H  -3.25  0.97  -1.57
H  -1.65  1.40  -0.94
H  -2.09  0.72  1.16
H  -3.67  1.22  0.76
H  -0.32  2.71  2.02
H  1.36  3.23  2.18
H  0.58  2.27  3.42
F  -3.02  -0.42  5.35
Te  -1.54  -1.03  4.34
F  -2.99  -2.07  3.49
F  -0.54  0.02  5.63
F  -1.43  -2.55  5.58
F  -1.89  0.64  3.30
O  1.96  -0.43  2.55

natural (NBO) analysis output, partial charges in e: 1.039 1.267 -0.673 -0.667 0.246 0.278 0.240 0.300 -0.939 0.260 0.247 0.276 -0.913 0.271 0.254 0.254 -0.934 0.284 0.277 0.271 -0.934 0.264 0.289 0.282 1.245 0.440 -0.346 -0.330 -0.429 -0.352 0.098 -0.503 -0.570 -0.930 0.260 0.356 0.249 0.283 0.236 0.236 0.248 -0.278 0.287 0.242 0.335 0.290 0.273 0.242 0.323 -0.610 2.510 -0.713 -0.671 -0.662 -0.756 -0.542